Entry 1:
{
  "formula": "C15H27N5O6Zn",
  "method": "wB97M-V/def2-TZVPD",
  "elements": ["O", "H", "Zn", "N", "N", "N", "N", "O", "O", "O", "O", "C", "C", "C", "C", "C", "H", "H", "H", "C", "H", "H", "H", "C", "C", "H", "H", "H", "H", "H", "H", "H", "H", "C", "H", "H", "H", "O", "H", "H", "C", "C", "C", "C", "N", "C", "C", "H", "H", "H", "H", "H", "H", "H"],
  "xyz": [[-0.4282, -2.6752, -3.4901], [-0.3539, -3.3420, -4.1996], [0.6382, -0.6251, -1.0944], [-1.1699, -1.5877, -0.6446], [-1.1983, 0.7117, -1.7199], [2.2366, -0.8893, 0.2772], [1.4633, 1.3630, -0.6430], [-1.2229, -2.4777, 0.2290], [2.4515, -2.0124, 0.8751], [0.9209, 2.5743, -0.8772], [-1.3033, 1.9813, -1.9522], [-2.3293, -0.0093, -1.9167], [-2.2842, -1.3182, -1.3887], [3.0291, 0.1469, 0.5938], [2.5686, 1.4110, 0.1090], [-3.3076, -2.3671, -1.5990], [-2.9624, -3.0711, -2.3721], [-4.2547, -1.9309, -1.9291], [-3.4514, -2.9193, -0.6641], [-3.5086, 0.6436, -2.5366], [-3.2369, 1.0562, -3.5168], [-3.8607, 1.4708, -1.9042], [-4.3241, -0.0711, -2.6646], [4.2236, 0.0146, 1.4638], [3.1849, 2.7004, 0.5371], [4.5222, -1.0337, 1.5279], [4.0115, 0.3857, 2.4768], [5.0534, 0.6097, 1.0617], [2.5456, 3.5323, 0.2206], [4.1831, 2.8169, 0.0904], [3.3089, 2.7224, 1.6296], [1.5401, -2.7378, -0.3289], [0.0117, 2.3552, -1.3526], [1.0468, -0.5702, -3.2056], [0.3499, -1.1662, -3.7816], [2.0792, -0.9318, -3.2927], [1.0237, 0.4916, -3.4719], [1.1656, -2.6170, -1.2544], [0.0124, -3.0560, -2.7074], [1.9260, -2.7843, -1.8461], [-1.5445, 1.5351, 5.0856], [-1.1624, 1.1027, 3.6957], [-0.5476, -0.1343, 3.4919], [-0.1830, -0.5029, 2.1951], [-0.4003, 0.2776, 1.1416], [-1.0093, 1.4468, 1.3158], [-1.4066, 1.9054, 2.5783], [-2.3087, 0.8704, 5.5131], [-0.6760, 1.5044, 5.7581], [-1.9413, 2.5557, 5.0775], [-0.3326, -0.8248, 4.3044], [0.3079, -1.4551, 2.0209], [-1.2057, 2.0464, 0.4304], [-1.8903, 2.8784, 2.6538]],
  "mulliken_charge": [-0.62, 0.26, 1.18, 0.81, 1.03, 0.77, 0.58, -0.58, -0.93, -0.63, -0.72, 0.00, 0.34, 0.23, 0.36, -1.58, 0.26, 0.44, 0.34, -1.46, 0.30, 0.29, 0.45, -1.69, -1.55, 0.39, 0.29, 0.38, 0.39, 0.31, 0.31, 0.36, 0.36, -1.62, 0.44, 0.39, 0.29, -0.85, 0.30, 0.31, -1.45, 1.28, -1.10, -0.29, 0.31, -0.19, -1.04, 0.32, 0.34, 0.34, 0.40, 0.52, 0.28, 0.33],
  "charge": 0,
  "gap_ev": [4.07, 4.08],
  "e_lumo_ev": [-2.753, -2.747],
  "molar_mass_g_mol": 438.800,
  "homo_energy_ev": [-6.825, -6.823]
}



Entry 2:
{
  "formula": "C15H27O4PdSSb",
  "method": "wB97M-V/def2-TZVPD",
  "elements": ["Pd", "O", "C", "O", "C", "O", "O", "S", "C", "C", "C", "C", "C", "Sb", "C", "C", "C", "C", "C", "C", "C", "C", "H", "H", "H", "H", "H", "H", "H", "H", "H", "H", "H", "H", "H", "H", "H", "H", "H", "H", "H", "H", "H", "H", "H", "H", "H", "H", "H"],
  "xyz": [[-0.0535, 0.4408, 0.0816], [-1.4098, 2.1396, 3.9388], [-0.6938, 1.7009, 3.0829], [-0.1583, 0.6983, 2.6676], [-0.2217, 3.2180, 1.8301], [0.3395, 4.0648, 2.4570], [-0.6479, 2.9028, 0.7398], [3.0411, -0.7798, -0.6852], [1.8750, 0.2348, -0.3685], [-4.3626, 2.2566, 0.1996], [-4.4347, 0.7878, 0.6309], [-4.3584, 0.7371, 2.1610], [-5.7713, 0.1928, 0.2017], [-2.6069, -0.1143, -0.1204], [-2.6730, -2.2032, 0.5151], [-4.0190, -2.9070, 0.3924], [-2.2476, -2.1566, 1.9887], [-1.6092, -3.0036, -0.2345], [-2.7874, -0.0344, -2.3079], [-4.1948, -0.0935, -2.8932], [-2.1530, 1.3085, -2.6880], [-1.9545, -1.1435, -2.9400], [-5.1770, 2.8125, 0.6785], [-4.4783, 2.3743, -0.8795], [-3.4200, 2.7279, 0.4886], [-5.1709, 1.3446, 2.5757], [-3.4188, 1.1325, 2.5554], [-4.4872, -0.2767, 2.5423], [-6.5674, 0.7699, 0.6887], [-5.8919, -0.8457, 0.5117], [-5.9476, 0.2442, -0.8710], [-4.7723, -2.4782, 1.0556], [-3.9021, -3.9585, 0.6821], [-4.4137, -2.8896, -0.6263], [-2.9448, -1.6074, 2.6202], [-1.2645, -1.6984, 2.1205], [-2.1969, -3.1838, 2.3701], [-1.9080, -3.2497, -1.2506], [-1.4586, -3.9491, 0.3003], [-0.6391, -2.4941, -0.2771], [-4.8034, 0.7621, -2.5999], [-4.7302, -1.0063, -2.6216], [-4.1209, -0.0697, -3.9876], [-2.6832, 2.1606, -2.2626], [-2.1736, 1.4120, -3.7798], [-1.1095, 1.3807, -2.3622], [-2.4280, -2.1184, -2.8306], [-0.9394, -1.2022, -2.5339], [-1.8699, -0.9413, -4.0150]],
  "mulliken_charge": [-0.53, -0.55, 0.58, -0.52, 0.57, -0.53, -0.49, -0.32, -0.26, -1.73, 1.53, -1.88, -1.52, 2.29, 1.57, -1.68, -1.74, -1.83, 1.66, -1.70, -1.73, -1.94, 0.49, 0.33, 0.26, 0.52, 0.36, 0.29, 0.50, 0.19, 0.23, 0.30, 0.48, 0.25, 0.29, 0.32, 0.49, 0.30, 0.54, 0.27, 0.31, 0.27, 0.50, 0.33, 0.48, 0.27, 0.30, 0.33, 0.54],
  "charge": -1,
  "de_lowest_kcal_mol": 4.06,
  "gap_ev": [4.95, 8.03],
  "e_lumo_ev": [2.534, 2.329],
  "molar_mass_g_mol": 531.624,
  "homo_energy_ev": [-2.416, -5.697],
  "multiplicity": 4
}



Entry 3:
{
  "formula": "C15H28B3FO8",
  "method": "wB97M-V/def2-TZVPD",
  "elements": ["C", "C", "O", "C", "C", "B", "O", "B", "O", "B", "C", "F", "C", "C", "O", "H", "H", "H", "H", "H", "H", "H", "H", "H", "H", "H", "H", "H", "H", "H", "H", "O", "C", "O", "C", "C", "C", "H", "H", "H", "H", "H", "H", "O", "C", "O", "C", "C", "C", "H", "H", "H", "H", "H", "H"],
  "xyz": [[-2.7954, -2.2987, 0.1613], [-3.2753, -0.8761, -0.1498], [-3.1661, -0.5183, -1.5174], [-1.8560, -0.6822, -2.0089], [-1.6045, 0.3139, -3.1474], [-0.0567, 0.3986, -3.3002], [0.7579, -0.6938, -3.6260], [1.7163, -0.8543, -2.6526], [2.3374, 0.2474, -2.0754], [1.4127, 1.2666, -1.9047], [1.1452, 2.0191, -0.5363], [0.7620, 1.0924, 0.4622], [2.3144, 2.9049, -0.0544], [2.7296, 2.5977, 1.3900], [0.6374, 1.5808, -3.0160], [-1.7332, -2.2550, 0.3952], [-3.2897, -2.6976, 1.0412], [-2.9043, -2.9486, -0.7005], [-2.6451, -0.1794, 0.4134], [-4.3014, -0.7538, 0.1810], [-1.1158, -0.4940, -1.2150], [-1.6844, -1.6927, -2.3864], [-2.1290, 0.0276, -4.0558], [-1.9817, 1.2711, -2.7976], [2.0094, -1.9255, -2.2305], [0.2834, 2.6669, -0.6902], [1.9914, 3.9426, -0.0557], [3.1870, 2.8314, -0.7004], [1.9046, 2.7546, 2.0718], [3.0237, 1.5529, 1.4510], [3.5709, 3.2435, 1.6158], [-0.0473, 4.7860, 2.9187], [0.4454, 4.7957, 4.0073], [1.7416, 4.4632, 4.2277], [2.0198, 4.4616, 5.6382], [0.9534, 5.3554, 6.2568], [-0.2328, 5.1225, 5.3233], [1.9611, 3.4329, 6.0004], [3.0280, 4.8346, 5.8010], [0.7526, 5.1235, 7.3008], [1.2665, 6.3988, 6.1988], [-0.8327, 4.2635, 5.6269], [-0.8651, 5.9993, 5.2206], [-1.6632, -3.5849, -2.9615], [-1.1031, -4.6349, -2.8328], [-0.9154, -5.2188, -1.6281], [-0.1205, -6.4094, -1.7736], [-0.2912, -6.8271, -3.2276], [-0.4746, -5.4790, -3.9218], [0.9152, -6.1634, -1.5302], [-0.4765, -7.1604, -1.0728], [0.5430, -7.4144, -3.6057], [-1.1984, -7.4229, -3.3373], [0.4779, -5.0274, -4.2035], [-1.1282, -5.5367, -4.7871]],
  "mulliken_charge": [-0.87, -0.28, -0.48, 0.22, -0.72, 0.27, -0.34, 0.57, -0.53, 0.26, 0.47, -0.41, -0.57, -1.10, -0.38, 0.21, 0.44, 0.17, 0.20, 0.44, 0.22, 0.13, 0.34, 0.28, -0.15, 0.17, 0.33, 0.32, 0.17, 0.33, 0.42, -0.56, 0.50, -0.30, -0.44, -0.49, -0.41, 0.27, 0.30, 0.32, 0.26, 0.26, 0.29, -0.60, 0.49, -0.33, -0.44, -0.48, -0.49, 0.26, 0.30, 0.33, 0.27, 0.24, 0.33],
  "charge": 0,
  "gap_ev": 9.66,
  "e_lumo_ev": 0.643,
  "molar_mass_g_mol": 387.815,
  "homo_energy_ev": -9.022
}



Entry 4:
{
  "formula": "C15H28Br12O19S5",
  "method": "wB97M-V/def2-TZVPD",
  "elements": ["O", "S", "O", "O", "C", "C", "C", "H", "H", "H", "H", "H", "H", "H", "H", "C", "Br", "Br", "Br", "H", "C", "Br", "Br", "Br", "H", "C", "Br", "Br", "Br", "H", "C", "Br", "Br", "Br", "H", "C", "C", "O", "S", "O", "O", "O", "H", "H", "H", "H", "C", "C", "O", "S", "O", "O", "O", "H", "H", "H", "H", "C", "C", "O", "S", "O", "O", "O", "H", "H", "H", "H", "C", "C", "O", "S", "O", "O", "O", "H", "H", "H", "H"],
  "xyz": [[2.2037, 0.2719, 1.4753], [0.8334, 0.6494, 0.9949], [0.5995, 1.9029, 0.2252], [0.1694, -0.7023, 0.1893], [0.3707, -1.9852, 0.7080], [1.4249, -2.6435, -0.1153], [-0.2205, 0.6558, 2.4209], [-0.4981, -2.6433, 0.6956], [0.8755, -1.8024, 1.6566], [1.3102, -2.3801, -1.1668], [1.4520, -3.7290, -0.0199], [2.4400, -2.3118, 0.1031], [0.2322, 0.0230, 3.1843], [-1.1945, 0.4368, 1.9835], [-0.1879, 1.6836, 2.7825], [3.8388, -5.1231, -7.6253], [4.2531, -3.2467, -7.2037], [2.0408, -5.3563, -8.5120], [4.0596, -6.1807, -5.9157], [4.5707, -5.5789, -8.2921], [3.9971, 6.1791, -3.5594], [3.4397, 4.5401, -4.5088], [2.8138, 7.6982, -3.7868], [5.8876, 6.6576, -3.9270], [3.8288, 5.9315, -2.5113], [-2.1551, -9.1139, 0.1193], [-3.8440, -9.4925, 1.0993], [-2.5705, -9.0461, -1.8383], [-0.7207, -10.5666, 0.4190], [-1.7854, -8.1142, 0.3478], [1.5904, 6.2825, 6.0678], [0.0580, 6.2138, 7.3817], [1.0552, 7.0027, 4.3176], [2.5811, 4.4705, 6.1182], [2.3854, 6.9492, 6.4020], [8.8355, 0.9806, -1.3811], [7.8034, -0.0213, -1.7341], [8.4573, -1.1945, -2.2480], [10.0584, -1.3344, -1.7763], [10.9414, -1.6435, -2.9168], [10.1121, -2.1242, -0.5553], [10.1020, 0.3203, -1.3089], [8.6652, 1.3114, -0.3566], [8.9863, 1.9289, -1.8971], [7.0734, 0.4139, -2.4166], [7.2906, -0.2280, -0.7948], [-4.2991, 6.9021, -3.4743], [-5.5746, 7.0880, -2.6892], [-6.5166, 7.6930, -3.5396], [-5.9580, 8.0563, -5.0405], [-6.1642, 9.4456, -5.4343], [-6.2254, 7.0126, -6.0477], [-4.4417, 7.8548, -4.4563], [-4.2438, 5.8870, -3.8674], [-3.4127, 7.0015, -2.8478], [-5.3801, 7.7136, -1.8181], [-5.9972, 6.1231, -2.4091], [2.7152, -5.5435, 7.7932], [1.8630, -6.7519, 8.1242], [2.0744, -7.5312, 6.9177], [1.9537, -6.4567, 5.6332], [0.5346, -6.2761, 5.3505], [2.8772, -6.7430, 4.5060], [2.5769, -5.1421, 6.4231], [3.7799, -5.7284, 7.9364], [2.5070, -4.6604, 8.3972], [0.7994, -6.5217, 8.1856], [2.1194, -7.4046, 8.9587], [-10.8738, 1.7974, -0.4397], [-10.6924, 0.8589, -1.6232], [-9.2676, 0.7329, -1.9379], [-8.4348, 0.6801, -0.4942], [-7.1665, 1.3936, -0.4983], [-8.5041, -0.6824, 0.0920], [-9.6050, 1.6589, 0.2114], [-11.5937, 1.4541, 0.3032], [-10.8169, 2.8758, -0.5878], [-10.9946, 1.4059, -2.5163], [-11.0986, -0.1348, -1.4345]],
  "mulliken_charge": [-0.58, 1.13, -0.59, -0.36, -0.07, -1.20, -0.93, 0.34, 0.24, 0.31, 0.37, 0.28, 0.32, 0.32, 0.42, -0.32, 0.01, -0.02, -0.03, 0.36, -0.29, 0.00, -0.02, -0.02, 0.32, -0.33, 0.00, -0.02, -0.02, 0.38, -0.30, -0.02, 0.01, -0.04, 0.34, -0.23, -0.20, -0.33, 1.08, -0.50, -0.49, -0.38, 0.22, 0.27, 0.30, 0.26, -0.27, -0.22, -0.32, 1.08, -0.50, -0.52, -0.34, 0.27, 0.31, 0.26, 0.24, -0.31, -0.26, -0.31, 1.09, -0.54, -0.53, -0.27, 0.27, 0.30, 0.26, 0.28, -0.15, -0.28, -0.32, 1.08, -0.49, -0.52, -0.35, 0.22, 0.23, 0.28, 0.30],
  "charge": 0,
  "de_lowest_kcal_mol": 137.79,
  "gap_ev": 9.32,
  "e_lumo_ev": -0.964,
  "molar_mass_g_mol": 1631.553,
  "homo_energy_ev": -10.286
}